No. 1
Entry from the OMol25 dataset: 7 unconnected molecules or ions with the total composition C24H54N3O13 in a non-equilibrium geometry (ωB97M-V/def2-TZVPD).

Results
- Total charge: -1
- Largest force on an atom: 7.1 eV/A
- Molar mass: 592.70 u
- DFT total energy: -2089.00693 Eh

Each line ends with the Mulliken charge.
Cartesian coordinates (Å):
O -1.501 14.810 0.153  0.42
H -1.388 14.714 1.102  0.38
H -2.307 14.320 -0.028  0.59
H -1.614 15.751 0.001  0.23
C -3.412 19.129 1.630  -0.57
C -2.989 18.025 0.853  0.13
C -1.767 18.265 -0.188  0.04
O -1.219 17.236 -0.635  -0.43
C -1.495 19.659 -0.484  -0.56
C -2.087 20.676 0.182  0.09
C -3.003 20.450 1.377  0.31
O -3.626 21.383 2.125  -0.78
O -1.739 21.815 -0.230  -0.75
O -3.392 16.821 0.980  -0.32
H -4.175 18.940 2.370  0.33
H -0.928 19.764 -1.396  0.38
O -3.825 13.787 -0.605  -0.63
H -3.999 12.912 -0.951  0.22
H -4.652 14.054 -0.201  0.35
O -1.199 17.450 -3.349  -0.73
H -1.166 18.405 -3.292  0.34
H -1.174 17.155 -2.439  0.24
C 7.986 15.209 2.231  -0.87
O 6.677 15.742 1.996  -0.28
C 5.698 14.748 1.769  -0.83
C 4.587 15.321 0.982  -0.11
N 5.098 16.047 -0.249  -0.37
C 3.960 16.733 -0.914  -0.61
C 3.259 15.856 -1.937  -0.71
O 2.596 14.729 -1.386  -0.46
C 1.275 14.986 -0.930  -0.30
H 8.890 15.815 2.168  0.30
H 8.315 14.329 1.678  0.33
H 7.957 14.754 3.221  0.34
H 5.310 14.355 2.708  0.35
H 6.097 14.032 1.050  0.35
H 3.960 15.935 1.628  0.14
H 3.948 14.566 0.524  0.43
H 5.421 15.409 -0.961  0.29
H 4.361 17.543 -1.525  0.34
H 3.302 17.237 -0.207  0.32
H 4.084 15.605 -2.604  0.42
H 2.521 16.344 -2.573  0.42
H 0.904 14.196 -0.277  -0.24
H 0.647 14.816 -1.805  0.29
H 1.103 15.943 -0.435  0.42
C -8.933 17.857 -0.782  -0.74
O -8.252 17.272 0.368  -0.37
C -6.802 17.222 0.418  -0.63
C -6.362 16.289 1.574  -0.76
N -5.663 15.019 1.218  -0.59
C -5.314 14.327 2.429  -0.51
C -5.031 12.802 2.337  -0.30
O -4.288 12.330 3.487  -0.33
C -4.280 10.905 3.804  -0.89
H -9.979 18.008 -0.514  0.23
H -8.670 17.261 -1.656  0.29
H -8.471 18.829 -0.956  0.31
H -6.419 18.242 0.431  0.38
H -6.389 16.818 -0.507  0.37
H -7.283 16.050 2.107  0.58
H -5.757 16.785 2.333  0.40
H -4.788 15.338 0.826  0.54
H -6.152 14.409 3.120  0.39
H -4.519 14.762 3.035  0.23
H -4.345 12.711 1.495  0.06
H -5.986 12.310 2.153  0.43
H -4.093 10.214 2.983  0.32
H -5.248 10.668 4.246  0.35
H -3.571 10.756 4.619  0.28
C -0.075 18.828 3.202  -0.68
O -0.261 17.516 3.462  -0.43
C 0.543 16.726 2.642  -0.43
C 0.241 15.225 3.009  -0.85
N -1.171 14.841 2.717  -0.49
C -1.113 13.424 3.127  -0.84
C -0.478 12.352 2.244  -0.78
O -1.327 12.283 1.043  0.03
C -0.939 11.247 0.150  -0.89
H -0.160 18.987 2.127  0.20
H 0.838 19.278 3.590  0.32
H -0.908 19.339 3.684  0.29
H 1.625 16.842 2.703  0.65
H 0.357 16.890 1.581  -0.07
H 0.405 15.251 4.086  0.37
H 0.950 14.649 2.414  0.36
H -1.821 15.393 3.258  0.24
H -2.172 13.224 3.290  0.37
H -0.774 13.289 4.154  0.52
H -0.542 11.351 2.671  0.61
H 0.563 12.620 2.063  0.44
H -0.015 11.645 -0.270  0.23
H -1.736 11.087 -0.576  0.23
H -0.703 10.364 0.744  0.31

No. 2
Entry from the OMol25 dataset: 3 unconnected molecules or ions with the total composition C24H54N3O2 in a non-equilibrium geometry (ωB97M-V/def2-TZVPD).

Results
- Largest force on an atom: 2.9 eV/A
- 2S+1: 2
- <S²>: 0.75
- Molar mass: 416.71 u
- DFT total energy: -1261.45532 Eh

Each line ends with the Mulliken charge.
Cartesian coordinates (Å):
C 3.859 -1.287 1.646  -1.35
C 2.362 -0.812 1.565  0.21
O 2.226 -0.172 0.305  -0.57
C 0.977 0.483 0.138  2.33
C 1.009 1.090 -1.321  -1.61
C -0.275 -0.471 0.178  -1.73
C -1.638 0.234 0.498  1.63
C -2.751 -0.422 -0.423  -1.59
C -2.033 -0.138 1.970  -1.64
N -1.665 1.679 0.202  1.15
O -2.835 2.195 0.302  -0.68
C -0.628 2.453 0.910  1.48
C -1.071 3.001 2.311  -1.66
C -0.296 3.748 0.050  -1.38
C 0.726 1.680 1.123  -2.17
H 4.207 -1.749 0.705  0.33
H 4.482 -0.376 1.811  0.32
H 4.025 -1.935 2.531  0.36
H 2.208 -0.148 2.439  0.19
H 1.732 -1.717 1.691  0.05
H 1.637 0.464 -1.983  0.36
H -0.030 1.198 -1.684  0.19
H 1.517 2.076 -1.228  0.31
H -0.169 -1.346 0.849  0.22
H -0.373 -0.893 -0.851  0.30
H -2.534 -1.481 -0.647  0.41
H -2.890 0.194 -1.338  0.30
H -3.702 -0.341 0.150  0.37
H -2.168 -1.241 1.990  0.47
H -2.945 0.391 2.307  0.39
H -1.168 0.105 2.624  0.14
H -0.317 3.760 2.622  0.38
H -1.020 2.208 3.089  0.29
H -2.067 3.478 2.305  0.40
H -0.203 3.526 -1.028  0.10
H -1.137 4.454 0.199  0.45
H 0.653 4.171 0.438  0.36
H 0.728 1.334 2.185  0.53
H 1.614 2.348 1.038  0.28
C 0.812 -6.610 5.759  -1.43
C 0.263 -5.190 5.816  -0.37
N 0.311 -4.504 4.535  0.17
C 0.083 -3.070 4.639  0.24
C -1.286 -2.596 5.132  -1.10
C -0.360 -5.169 3.428  -0.55
C -1.846 -5.500 3.588  -0.98
H 1.819 -6.625 5.337  0.33
H 0.864 -7.026 6.766  0.44
H 0.176 -7.270 5.166  0.29
H 0.876 -4.634 6.530  0.44
H -0.754 -5.218 6.230  0.28
H 0.288 -2.605 3.668  -0.51
H 0.844 -2.659 5.312  0.42
H -2.057 -2.727 4.373  0.16
H -1.241 -1.527 5.359  0.41
H -1.600 -3.107 6.043  0.33
H 0.173 -6.102 3.221  0.39
H -0.224 -4.575 2.520  0.19
H -2.069 -5.966 4.549  0.25
H -2.148 -6.205 2.809  0.40
H -2.475 -4.617 3.475  0.23
C 0.228 4.083 -8.433  -1.44
C -0.377 3.768 -7.072  -0.30
N 0.197 2.588 -6.447  0.14
C -0.572 2.105 -5.309  -0.99
C -0.683 3.016 -4.085  -0.38
C 1.641 2.597 -6.272  -0.68
C 2.257 3.747 -5.471  -0.85
H 0.176 3.217 -9.096  0.33
H -0.325 4.899 -8.903  0.44
H 1.270 4.399 -8.355  0.29
H -1.446 3.594 -7.224  0.44
H -0.292 4.657 -6.430  0.26
H -0.171 1.137 -4.992  0.33
H -1.586 1.886 -5.659  0.40
H 0.248 3.053 -3.521  -0.20
H -1.449 2.627 -3.408  0.35
H -0.974 4.034 -4.350  0.40
H 2.103 2.592 -7.264  0.37
H 1.953 1.648 -5.826  0.33
H 1.870 4.721 -5.774  0.23
H 3.339 3.765 -5.632  0.39
H 2.100 3.628 -4.400  0.15

No. 3
Entry from the OMol25 dataset: 4 unconnected molecules or ions with the total composition C24H56N4O8 in a non-equilibrium geometry (ωB97M-V/def2-TZVPD).

Results
- Largest force on an atom: 2.8 eV/A
- Structure (SMILES): O=C1C[C@H](CCO)CN1.COCCNCCOC.COCCNCCOC.COCCNCCOC
- Molar mass: 528.73 u
- DFT total energy: -1768.81261 Eh

Each line ends with the Mulliken charge.
Cartesian coordinates (Å):
O -0.062 3.198 0.205  -0.62
C -0.340 2.819 1.286  0.20
C -0.759 3.691 2.484  -1.29
C -1.141 2.688 3.600  0.60
C 0.099 2.504 4.489  -0.68
C -0.227 2.230 5.969  -0.44
O 0.322 1.003 6.425  -0.55
C -1.517 1.538 2.672  -1.20
N -0.391 1.518 1.739  -0.10
H -1.580 4.358 2.239  0.30
H 0.057 4.373 2.696  0.46
H -2.047 2.939 4.140  0.73
H 0.701 3.397 4.446  0.28
H 0.692 1.701 4.069  0.24
H 0.214 3.033 6.560  0.25
H -1.289 2.254 6.162  0.36
H 1.180 0.883 6.006  0.32
H -1.893 0.614 3.084  0.46
H -2.327 1.977 2.078  0.33
H -0.408 0.827 1.002  0.35
C 5.685 5.019 -0.276  -0.71
O 6.117 3.684 -0.083  -0.33
C 7.135 3.534 0.899  -0.83
C 6.610 2.820 2.128  -0.16
N 5.683 3.662 2.876  -0.32
C 4.941 2.965 3.923  -0.85
C 3.999 1.835 3.510  -0.43
O 2.866 2.259 2.776  -0.26
C 3.063 2.410 1.379  -0.48
H 5.041 5.033 -1.153  0.24
H 5.109 5.387 0.580  0.29
H 6.533 5.687 -0.455  0.34
H 7.582 4.497 1.163  0.40
H 7.918 2.915 0.450  0.39
H 7.452 2.557 2.775  0.37
H 6.137 1.889 1.789  0.17
H 5.018 4.071 2.233  0.07
H 4.340 3.718 4.440  0.39
H 5.656 2.576 4.656  0.43
H 3.605 1.395 4.432  0.23
H 4.517 1.024 2.985  0.37
H 3.792 1.697 0.986  0.30
H 3.371 3.431 1.140  0.12
H 2.113 2.238 0.884  0.18
C -3.884 -0.476 -1.481  -0.88
O -3.451 -1.815 -1.318  -0.33
C -2.372 -1.963 -0.400  -0.03
C -2.819 -2.670 0.865  -0.65
N -3.699 -1.825 1.665  -0.12
C -4.372 -2.521 2.761  -0.75
C -5.333 -3.656 2.414  -0.50
O -6.513 -3.242 1.750  -0.44
C -6.403 -3.099 0.346  -0.50
H -4.582 -0.455 -2.317  0.26
H -4.405 -0.107 -0.591  0.32
H -3.044 0.186 -1.711  0.35
H -1.910 -0.998 -0.172  -0.09
H -1.620 -2.587 -0.891  0.39
H -1.937 -2.927 1.458  0.44
H -3.310 -3.603 0.562  0.18
H -4.406 -1.421 1.063  0.04
H -4.942 -1.768 3.310  0.39
H -3.611 -2.902 3.448  0.40
H -5.667 -4.092 3.360  0.37
H -4.844 -4.467 1.861  0.34
H -5.697 -3.813 -0.086  0.29
H -6.117 -2.080 0.072  0.14
H -7.388 -3.286 -0.084  0.34
C 1.685 -3.119 -7.316  -0.72
O 1.105 -1.970 -6.728  -0.34
C -0.164 -1.616 -7.267  -0.82
C -1.272 -1.851 -6.260  -0.13
N -1.497 -3.275 -6.039  -0.30
C -2.365 -3.581 -4.902  -1.23
C -1.908 -3.164 -3.506  0.23
O -0.772 -3.874 -3.029  -0.46
C 0.482 -3.364 -3.446  -0.61
H 2.709 -3.192 -6.953  0.24
H 1.153 -4.033 -7.030  0.30
H 1.707 -3.039 -8.406  0.34
H -0.363 -2.146 -8.203  0.41
H -0.125 -0.546 -7.491  0.39
H -2.196 -1.400 -6.634  0.37
H -0.990 -1.332 -5.335  0.15
H -0.606 -3.730 -5.891  0.12
H -2.498 -4.666 -4.892  0.42
H -3.351 -3.144 -5.091  0.39
H -2.715 -3.408 -2.821  0.28
H -1.753 -2.083 -3.417  0.22
H 0.465 -2.278 -3.565  0.28
H 0.812 -3.835 -4.375  0.21
H 1.214 -3.616 -2.677  0.31